Here is the molecule C25H31N3O3 from OMol25. Energies are from wB97M-V/def2-TZVPD.

```
62
C25H31N3O3 wB97M-V/def2-TZVPD
C 3.0308 -2.3129 1.6542
O 1.7845 -2.1652 2.2881
C 1.6945 -1.3324 3.3870
C 2.7736 -0.6086 3.8656
C 2.6405 0.2583 4.9390
C 1.4113 0.4005 5.5484
C 0.3310 -0.3310 5.0927
C 0.4329 -1.2104 4.0125
N -0.6983 -1.9029 3.6201
C -2.0005 -1.2741 3.6890
C -2.8297 -1.6733 2.4558
N -1.9542 -1.8132 1.3112
C -1.9781 -0.8625 0.3479
O -2.7711 0.0620 0.4041
C -0.9830 -1.0213 -0.7983
C -1.4883 -0.3456 -2.0813
C -1.4492 1.1835 -1.9953
N -0.1318 1.6291 -1.6128
C 0.7539 2.2580 -2.4133
O 1.9108 2.4609 -2.0807
C 0.2218 2.7465 -3.7279
C -0.5976 3.8679 -3.7537
C -1.0419 4.3819 -4.9587
C -0.6654 3.7733 -6.1434
C 0.1575 2.6609 -6.1193
C 0.6176 2.1364 -4.9192
C 1.5099 0.9330 -4.8912
C 0.2949 1.1029 -0.3357
C 0.3760 -0.4205 -0.3989
C -1.0507 -2.9395 1.4225
C -0.7044 -3.1518 2.9133
H 3.3909 -1.3650 1.2417
H 3.7834 -2.7257 2.3333
H 2.8619 -3.0163 0.8391
H 3.7371 -0.6962 3.3899
H 3.4977 0.8150 5.2838
H 1.2887 1.0701 6.3860
H -0.6181 -0.2351 5.5957
H -1.8676 -0.1898 3.6992
H -2.5417 -1.5705 4.6003
H -3.3489 -2.6224 2.6193
H -3.5648 -0.9008 2.2276
H -0.8653 -2.0888 -1.0097
H -2.5132 -0.6599 -2.2825
H -0.8589 -0.6728 -2.9130
H -1.7231 1.6149 -2.9587
H -2.1650 1.5114 -1.2362
H -0.8818 4.3368 -2.8225
H -1.6779 5.2544 -4.9724
H -1.0087 4.1682 -7.0885
H 0.4535 2.1936 -7.0481
H 1.8769 0.6985 -5.8873
H 2.3567 1.1133 -4.2321
H 0.9680 0.0661 -4.5106
H 1.2732 1.5306 -0.1081
H -0.4257 1.4102 0.4287
H 0.6989 -0.7985 0.5705
H 1.1217 -0.7021 -1.1469
H -1.5244 -3.8438 1.0155
H -0.1304 -2.7468 0.8785
H 0.2639 -3.6371 3.0028
H -1.4544 -3.8013 3.3830
```

Properties
Kohn-Sham gap (eV): 8.22
Energy above the lowest of the compared OMol25 structures with the same formula, charge and spin (eV): 1.1807
Total charge: 0
Total energy (eV): -37041.683
SMILES: COc1ccccc1N1CCN(C(=O)C2CCN(C(=O)c3ccccc3C)CC2)CC1

Here are the Löwdin charges for atoms 1 to 4, given in e:
1 C -0.083
2 O -0.149
3 C -0.190
4 C -0.030


Here is a 13-piece molecular cluster, C6H39NO13 overall from OMol25. Energies are from wB97M-V/def2-TZVPD.

```
59
C6H39NO13 wB97M-V/def2-TZVPD
C 0.7707 -1.2608 -0.0086
N 1.2086 -0.0291 0.7463
C 1.3318 1.1768 -0.0646
C 0.3829 2.2945 0.2512
C -0.6144 2.5226 -0.8836
O -1.9404 2.4065 -0.3009
C 0.6020 -2.3371 1.0797
C 1.9114 -2.9979 1.4836
H 1.5231 -1.5753 -0.7816
H -0.1648 -1.1373 -0.6477
H 0.4340 0.2400 1.3932
H 2.3877 1.5874 0.0622
H 1.5188 0.8906 -1.0888
H 0.8579 3.2492 0.5550
H -0.2210 2.2113 1.1671
H -0.4300 3.4666 -1.4566
H -0.5606 1.7053 -1.6438
H -2.4883 3.1255 -0.6360
H 0.0245 -1.9721 1.9845
H -0.1580 -3.1614 0.7136
H 1.7090 -4.0433 1.7326
H 2.5630 -2.4834 2.1704
H 2.5742 -3.0988 0.6111
H -1.2796 2.1749 3.6237
H -2.3048 2.4929 2.4040
O -2.2056 2.1176 3.2961
H 0.6567 -1.6762 -2.8610
H 1.2109 -0.2752 -3.5367
O 1.3829 -1.0259 -2.9710
H 3.6811 -1.8066 -0.5290
H 3.4267 -0.8400 0.7106
O 4.0876 -1.3542 0.2160
H -3.9945 -1.1927 -0.5294
H -3.3333 -2.6422 -0.4612
O -3.5199 -1.8881 -1.0463
H -3.7893 0.9044 -1.0503
H -4.7031 0.6486 0.2415
O -4.5344 0.3983 -0.6721
H 1.1247 1.5293 3.6206
H 0.9539 2.9246 4.1649
O 0.4642 2.2293 3.7454
H 4.3918 0.1459 -0.6646
H 3.7543 0.6966 -1.9429
O 4.4392 0.8976 -1.2938
H -2.1087 -0.6989 -4.3444
H -2.8170 0.0175 -3.0532
O -2.3205 0.0951 -3.8637
H -2.0369 -3.1882 -3.4680
H -2.4541 -2.1748 -2.3251
O -1.7310 -2.4243 -2.9735
H 0.1567 2.1078 -4.4439
H -0.5565 0.8543 -4.1124
O 0.3136 1.1551 -4.4559
H -1.8900 -0.7073 4.7202
H -1.7232 0.4586 3.6580
O -1.6305 -0.4917 3.8267
H 2.0059 0.1249 2.5831
H 1.5010 -0.5316 3.7923
O 2.1593 0.1647 3.5575
```

Properties
Kohn-Sham gap (eV): 9.27
Energy above the lowest of the compared OMol25 structures with the same formula, charge and spin (eV): 4.0559
Total charge: 0
Total energy (eV): -34961.788

Here are the Löwdin charges for atoms 1 to 4, given in e:
1 C -0.216
2 N -0.078
3 C -0.242
4 C -0.161


Here is C4H6F2O as an isolated structure from OMol25. Energies are from wB97M-V/def2-TZVPD.

```
13
C4H6F2O wB97M-V/def2-TZVPD
C 1.0188 -0.0740 -0.1179
C 1.5866 1.3583 0.0504
C -1.3340 -1.3495 -0.1986
C -0.9421 -0.0091 0.2028
O 1.4211 -1.1814 -0.1676
F -1.1075 0.2500 1.5189
F -1.2852 1.0839 -0.5040
H 1.4547 1.6991 1.0226
H 0.8149 1.8587 -0.6594
H 2.6018 1.5060 -0.3490
H -1.5996 -1.3789 -1.2296
H -0.4451 -2.0463 0.0508
H -2.1843 -1.7169 0.3806
```

Properties
Kohn-Sham gap (eV): 9.56
Energy above the lowest of the compared OMol25 structures with the same formula, charge and spin (eV): 1.6504
Total charge: 0
Total energy (eV): -11726.018

Here are the Löwdin charges for atoms 1 to 4, given in e:
1 C -0.250
2 C -0.006
3 C -0.018
4 C -0.482


Here is C9H36F2N19O13S2Sn as an isolated structure from OMol25. Energies are from wB97M-V/def2-TZVPD.

```
82
C9H36F2N19O13S2Sn wB97M-V/def2-TZVPD
Sn 3.3808 -2.9830 1.3160
N 1.0967 -1.4423 0.7773
S 0.7039 -0.0255 0.3724
O 0.4224 0.9713 1.3980
O 0.0664 -0.0088 -0.8978
F 2.2378 0.3082 -0.1144
S -0.4904 -1.9683 1.2462
O -1.3244 -2.4102 0.1581
O -1.1662 -1.2825 2.3357
F -0.0638 -3.2937 2.0701
C 2.0858 -1.8932 -4.0902
O 1.6691 -1.0994 -4.8958
N 1.7083 -1.9811 -2.7791
N 2.9982 -2.8398 -4.3849
H 2.1894 -2.6020 -2.1547
H 1.0827 -1.2847 -2.4057
H 3.3412 -3.4701 -3.6840
H 3.3653 -2.8768 -5.3213
C 1.8371 2.9696 -2.0162
O 2.1458 1.8833 -2.5198
N 0.6393 3.1377 -1.4507
N 2.6471 4.0457 -2.0114
H 0.5967 3.7350 -0.6392
H 0.0526 2.3505 -1.6663
H 2.2733 4.9538 -1.7933
H 3.5375 3.9846 -2.4752
C -3.4451 1.4238 -0.5407
O -4.4601 1.9227 -0.1021
N -2.4415 2.1247 -1.0431
N -3.2349 0.0969 -0.5286
H -2.2504 3.0961 -0.8621
H -1.6517 1.7339 -1.5282
H -2.4005 -0.2847 -0.9429
H -4.1017 -0.4176 -0.5538
C 0.5696 4.0891 2.5674
O 1.6677 3.8387 2.0543
N 0.3834 5.1807 3.3119
N -0.4979 3.3480 2.2768
H 0.9994 5.9740 3.3604
H -0.5882 5.3893 3.4861
H -0.2315 2.3776 2.1475
H -1.4302 3.5216 2.6175
C -1.7811 0.9226 -4.2143
O -2.9596 1.1690 -4.5378
N -1.4202 -0.2462 -3.6842
N -0.8447 1.8483 -4.0727
H -2.1732 -0.9166 -3.7600
H -0.4469 -0.4914 -3.6199
H 0.1062 1.6125 -3.8316
H -1.2013 2.7768 -4.2356
C -1.4146 -3.8898 -4.2148
O -2.1570 -3.1688 -4.8770
N -0.6129 -4.7481 -4.8079
N -1.2945 -3.8909 -2.8836
H -0.6885 -4.8492 -5.8064
H -0.0740 -5.3399 -4.2014
H -1.6187 -3.1727 -2.2620
H -0.8803 -4.7872 -2.6992
C 1.7025 -1.3068 4.6612
O 2.5733 -1.7985 3.9375
N 1.9682 -0.3006 5.5087
N 0.3728 -1.4835 4.6669
H 1.2344 0.2965 5.8428
H 2.9353 -0.0542 5.6664
H -0.0639 -2.3008 4.2761
H -0.2068 -0.8223 5.1493
C -5.2618 -2.2258 2.9627
O -5.7456 -1.1988 3.3861
N -5.9921 -3.2260 2.4485
N -3.8981 -2.3825 2.8460
H -5.5054 -3.9837 2.0031
H -6.9729 -3.0338 2.3347
H -3.2651 -1.6319 3.0487
H -3.6447 -3.3386 2.6625
C 4.7441 1.6370 3.1336
O 5.3256 1.3387 4.1711
N 5.3230 2.3129 2.1290
N 3.3974 1.5948 3.0272
H 6.0823 2.9179 2.3935
H 4.7408 2.4859 1.3265
H 2.9174 2.0175 2.2456
H 2.7815 1.3652 3.7868
```

Properties
Kohn-Sham gap (eV): 1.94
Energy above the lowest of the compared OMol25 structures with the same formula, charge and spin (eV): 3.9509
Total charge: +1
Total energy (eV): -97778.333

Here are the Löwdin charges for atoms 1 to 4, given in e:
1 Sn 1.717
2 N -0.388
3 S 0.443
4 O -0.248


Here is C21H38NO8Zn as an isolated structure from OMol25. Energies are from wB97M-V/def2-TZVPD.

```
69
C21H38NO8Zn wB97M-V/def2-TZVPD
Zn 0.5670 -0.0897 0.9667
C -0.5901 -0.8855 -2.6108
C -1.0022 0.6881 -2.5651
C -1.9587 0.8181 -3.7839
C -2.9367 1.9858 -3.8122
C -3.7684 2.0524 -2.5678
C -3.2532 1.1691 -1.3506
N -1.7552 1.1619 -1.3444
O -1.1521 0.6262 -0.1077
C -3.8795 -0.3076 -1.3829
C -3.6805 2.0312 -0.0732
C 0.2090 1.5974 -2.8823
H 0.4273 -0.9694 -2.2287
H -0.5746 -1.3104 -3.6144
H -1.1357 -1.5735 -1.9650
H -2.5625 -0.0889 -3.8149
H -1.4153 1.0284 -4.7051
H -3.4990 1.9428 -4.7450
H -2.3743 2.9190 -3.8441
H -4.7132 1.6020 -2.8720
H -4.0271 3.0825 -2.3227
H -3.8447 -0.7378 -0.3820
H -3.4032 -1.0025 -2.0745
H -4.9483 -0.3666 -1.5887
H -3.2096 3.0139 -0.0466
H -3.5424 1.5073 0.8727
H -4.7147 2.3656 0.0084
H 0.6096 1.3911 -3.8748
H 0.9737 1.4131 -2.1277
H -0.0370 2.6553 -2.7913
C 4.0262 -1.7726 -0.7472
C 3.1216 -1.2321 0.1510
C 3.2073 -1.5522 1.6048
O 2.4332 -0.9581 2.4448
C 4.1471 -2.4353 2.1224
C 5.1380 -3.0974 1.2211
C 5.0951 -2.6632 -0.3535
O 6.0818 -3.0090 -1.0181
O 6.1479 -3.6986 1.5282
O 2.1488 -0.4964 -0.3748
H 3.8465 -1.5456 -1.7877
H 4.2256 -2.6847 3.1703
C 3.5582 2.3014 1.9258
C 2.0247 2.2960 2.2656
O 1.1770 1.8494 1.2499
H 4.0388 1.3300 1.8093
H 4.1851 2.7375 2.7035
H 3.6141 2.9910 1.0835
H 1.8321 3.3482 2.4748
H 1.8073 1.7856 3.2038
H 1.1936 2.5589 0.6034
C -1.4567 1.8193 3.4507
C -1.6873 0.3628 3.1464
O -0.3546 -0.1230 2.8617
H -0.5532 2.1076 3.9879
H -2.3389 2.1614 3.9918
H -1.3733 2.3492 2.5018
H -2.4744 0.2809 2.3969
H -2.0363 -0.0895 4.0748
H 0.1260 -0.2966 3.6744
C 0.9125 -4.2625 1.3862
C 0.4291 -3.2849 0.2767
O -0.0350 -2.0531 0.8627
H 1.2038 -5.2586 1.0531
H 0.0464 -4.2693 2.0481
H 1.7306 -3.8617 1.9847
H -0.3815 -3.8311 -0.2059
H 1.1930 -3.1783 -0.4935
H -0.8084 -2.3444 1.3512
```

Properties
Kohn-Sham gap (eV): 6.09
Energy above the lowest of the compared OMol25 structures with the same formula, charge and spin (eV): 3.2614
Total charge: -1
Total energy (eV): -88679.135

Here are the Löwdin charges for atoms 1 to 4, given in e:
1 Zn 0.706
2 C -0.020
3 C -0.439
4 C -0.175


Values of maximum force, in order: 0.6 4.1 5.4 8.7 3.1, all in eV/Å.